## A
Molecular formula: C5H8NO
Method: DFT, the ωB97M-V functional and the def2-TZVPD basis

The calculation puts the HOMO energy at -15.644 eV. The calculation puts the lowest unoccupied orbital energy at -0.12373 hartree.

```
! wB97M-V def2-TZVPD RIJCOSX def2/J DEFGRID3
* xyz 1 1
C -0.90970 -0.78556 1.09318
C -0.02676 -0.52241 -0.03499
C -0.25234 -0.30934 -1.37374
O -1.45696 -0.22684 -1.85764
N 0.42408 0.84737 -0.49986
C 1.04259 1.20365 0.79405
C 1.40596 -0.02319 0.06146
H -1.93382 -1.08593 0.83496
H -1.09418 0.09601 1.75344
H -0.60229 -1.57919 1.84243
H 0.68171 -0.58728 -1.97549
H -1.62041 -0.02359 -2.78536
H 0.36174 1.20051 1.75190
H 1.67263 2.03119 0.74006
H 2.30775 -0.23540 -0.34440
*
```

***

## B
Molecular formula: C5H8NO
Method: DFT, the ωB97M-V functional and the def2-TZVPD basis

The calculation puts the HOMO energy at -15.096 eV. The calculation puts the lowest unoccupied orbital energy at -0.26258 hartree.

```
! wB97M-V def2-TZVPD RIJCOSX def2/J DEFGRID3
* xyz 1 1
C 2.58212 -0.03897 -0.82092
C 1.30678 0.49678 -0.59239
C -2.36866 0.02654 0.20070
C 0.18260 0.76064 -0.04867
C -0.89722 -0.33213 0.24411
N 3.73845 -0.04293 -0.20340
O 3.73339 0.42102 1.01690
H 2.61524 -0.49317 -1.80100
H -2.84628 -0.35892 -0.68311
H -2.42582 1.18593 0.07322
H -2.93513 -0.30348 1.06623
H 4.69491 0.51860 1.28026
H -0.07526 1.75098 0.51409
H -0.68595 -0.55305 1.28950
H -0.58389 -1.31582 -0.38767
*
```

***

## C
Molecular formula: C5H8NO
Method: DFT, the ωB97M-V functional and the def2-TZVPD basis

The calculation puts the HOMO energy (spin up / spin down) at -16.341 / -16.340 eV. The calculation puts the lowest unoccupied orbital energy (spin up / spin down) at -0.28837 / -0.28831 hartree.

```
! wB97M-V def2-TZVPD RIJCOSX def2/J DEFGRID3
* xyz 1 1
O -0.36374 3.36990 0.54910
N -0.11560 2.03805 0.83868
C 0.63333 1.27764 1.68453
C -0.00949 0.73944 0.31034
C -0.96315 -0.51390 0.31132
C -0.42595 -0.94474 -1.02996
C 0.42069 0.36370 -1.09594
H 0.01039 0.74511 2.42792
H 1.62258 1.55259 1.87571
H -2.07109 -0.25683 0.29378
H -0.73365 -0.97770 1.24295
H 0.14194 -1.86083 -1.11152
H -1.26252 -0.85772 -1.70933
H 1.50409 0.33724 -1.30342
H -0.05551 1.09657 -1.71436
*
```

***

## D
Molecular formula: C5H8NO
Method: DFT, the ωB97M-V functional and the def2-TZVPD basis

The calculation puts the HOMO energy (spin up / spin down) at -13.369 / -14.358 eV. The calculation puts the lowest unoccupied orbital energy (spin up / spin down) at -0.24379 / -0.24027 hartree.

```
! wB97M-V def2-TZVPD RIJCOSX def2/J DEFGRID3
* xyz 1 1
C 0.79915 1.81397 0.23748
C 1.89272 1.07490 -0.14368
C -0.31970 1.03532 -0.02523
C 1.53237 -0.27798 -0.32292
C -0.59046 -1.40457 0.45643
N 0.07334 -0.31667 0.02551
O -2.93773 -0.02381 -0.48189
H 0.83473 2.70711 0.71495
H 2.90846 1.49266 -0.27531
H 1.60961 -0.72191 -1.33515
H 2.12352 -1.12588 0.12681
H -3.97891 -0.34637 -0.19338
H -1.61779 -1.38581 0.05660
H 0.04818 -2.24346 0.90806
H -2.37750 -0.27749 0.25173
*
```

***

Which structure is the most stable? The one labeled A.

***

## A
Molecular formula: C5H8NO
Method: DFT, the ωB97M-V functional and the def2-TZVPD basis

The calculation puts the HOMO energy (spin up / spin down) at -13.970 / -12.643 eV. The calculation puts the lowest unoccupied orbital energy (spin up / spin down) at -0.16462 / -0.19644 hartree.

```
! wB97M-V def2-TZVPD RIJCOSX def2/J DEFGRID3
* xyz 1 1
C 1.34207 -0.39915 0.55863
C 0.31901 -1.08904 -0.30667
C 0.72367 0.38691 -0.57132
C -1.06926 -1.23919 -0.02822
C -1.31254 0.79282 0.58259
N -0.31048 1.37205 -0.24386
O -1.93255 -0.20840 -0.19463
H 1.39269 -0.08783 1.64295
H 2.36142 -0.86982 0.41975
H 0.57097 -1.73195 -1.14189
H 1.25199 0.90483 -1.45388
H -1.54709 -2.14792 0.21266
H -1.02333 0.40238 1.47684
H -0.01620 2.29828 0.12215
H -0.75037 1.61602 -1.07511
*
```

***

## B
Molecular formula: C5H8NO
Method: DFT, the ωB97M-V functional and the def2-TZVPD basis

The calculation puts the HOMO energy (spin up / spin down) at -14.153 / -14.154 eV. The calculation puts the lowest unoccupied orbital energy (spin up / spin down) at -0.24188 / -0.24183 hartree.

```
! wB97M-V def2-TZVPD RIJCOSX def2/J DEFGRID3
* xyz 1 1
C 3.05538 -0.71141 0.06373
C 2.08022 0.13141 -0.17171
C 0.71513 -0.28881 0.15909
C -0.32985 0.52475 0.10740
N -1.62888 -0.31153 0.23863
C -2.70473 0.43269 -0.21345
O -1.59442 -1.39372 0.65793
H 4.13437 -0.27865 0.00312
H 2.88279 -1.75166 0.30224
H 2.33214 1.16748 -0.34358
H 0.63315 -1.32911 0.47054
H -0.27754 1.54175 -0.18429
H -2.99020 1.22065 0.49249
H -3.64850 -0.05685 -0.44561
H -2.65906 1.10301 -1.13654
*
```

***

Which structure is the most stable? The one labeled B.

***

## A
Molecular formula: C4H6FNO
Method: DFT, the ωB97M-V functional and the def2-TZVPD basis

The calculation puts the HOMO energy at -9.177 eV. The calculation puts the lowest unoccupied orbital energy at 0.01926 hartree.

```
! wB97M-V def2-TZVPD RIJCOSX def2/J DEFGRID3
* xyz 0 1
O 2.83027 1.31065 0.02600
C 1.82722 0.68119 -0.13186
N 0.81885 0.57851 -1.06087
C -0.16241 -0.20554 -1.17614
C -1.22287 -0.80759 -0.47916
C -1.19330 -0.60363 0.97350
F -2.47445 -0.79319 1.54193
H 1.52942 -0.34011 0.42300
H 0.48170 1.46794 -1.62913
H -0.24375 -0.39740 -2.24823
H -1.97056 -1.41743 -1.05184
H -0.42780 -1.49216 1.36114
H -0.96492 0.39649 1.36777
*
```

***

## B
Molecular formula: C4H6FNO
Method: DFT, the ωB97M-V functional and the def2-TZVPD basis

The calculation puts the HOMO energy at -9.944 eV. The calculation puts the lowest unoccupied orbital energy at 0.03045 hartree.

```
! wB97M-V def2-TZVPD RIJCOSX def2/J DEFGRID3
* xyz 0 1
O 0.56131 -0.48045 1.63528
C 0.11986 0.30735 0.74515
C -0.03217 1.83368 1.05402
F -0.81765 2.54570 0.20541
N -0.23282 -0.09327 -0.49796
C 0.59743 -1.11824 -1.30645
C -0.62794 -1.45670 -0.64051
H 1.06845 2.15542 1.04544
H -0.57887 1.94249 2.07841
H 0.48287 -0.82842 -2.44327
H 1.56786 -1.52841 -0.87431
H -1.64031 -1.28435 -1.25463
H -0.46801 -1.99480 0.25342
*
```

***

## C
Molecular formula: C4H6FNO
Method: DFT, the ωB97M-V functional and the def2-TZVPD basis

The calculation puts the HOMO energy at -8.108 eV. The calculation puts the lowest unoccupied orbital energy at 0.02852 hartree.

```
! wB97M-V def2-TZVPD RIJCOSX def2/J DEFGRID3
* xyz 0 1
C 1.62017 0.19229 1.07926
C 1.23068 0.00093 -0.13749
N 0.43272 0.84267 -0.92577
O 1.23223 -1.18082 -0.74332
H 1.74079 1.17711 1.43554
H 2.01189 -0.57745 1.82701
H 0.67800 1.79971 -0.88651
H 0.13109 0.48808 -1.79544
H 1.71978 -1.90288 -0.27561
C -3.09953 0.00184 0.62158
C -2.38803 -0.41335 -0.25493
F -1.49385 -0.91137 -1.07304
H -3.81594 0.48325 1.12871
*
```

***

Which structure is the most stable? The one labeled B.

***

## A
Molecular formula: C4H6FNO
Method: DFT, the ωB97M-V functional and the def2-TZVPD basis

The calculation puts the HOMO energy at -9.655 eV. The calculation puts the lowest unoccupied orbital energy at 0.03033 hartree.

```
! wB97M-V def2-TZVPD RIJCOSX def2/J DEFGRID3
* xyz 0 1
C 0.47122 -0.56446 -1.98016
C -0.11999 0.23722 -1.12003
F -1.23005 0.84775 -1.28957
C 0.53230 0.58459 0.53059
C -0.01542 -0.57725 1.45108
N -1.28092 -0.30636 1.76306
O 0.67407 -1.46158 1.88406
H -0.24169 -0.93043 -2.71487
H 1.41052 -0.91979 -1.94817
H -0.05347 1.48397 0.85022
H 1.57089 0.50815 0.62779
H -1.67044 0.42703 1.28546
H -1.68960 -0.54731 2.56451
*
```

***

## B
Molecular formula: C4H6FNO
Method: DFT, the ωB97M-V functional and the def2-TZVPD basis

The calculation puts the HOMO energy at -10.123 eV. The calculation puts the lowest unoccupied orbital energy at 0.03207 hartree.

```
! wB97M-V def2-TZVPD RIJCOSX def2/J DEFGRID3
* xyz 0 1
O -0.25096 1.30541 0.18352
C -0.18391 0.06410 -0.05960
C -1.48696 -0.77730 0.08162
F -2.59347 0.15756 -0.13946
N 0.86363 -0.73810 -0.41221
C 2.15440 0.17994 -0.56537
C 1.76575 -0.27157 0.81911
H -1.21055 -1.44674 -0.81520
H -1.62047 -1.17479 1.16880
H 2.96349 -0.21284 -1.12989
H 2.03361 1.25541 -0.80012
H 2.13876 -1.09931 1.38629
H 1.50296 0.81264 1.20806
*
```

***

Which structure is the most stable? The one labeled A.

***

## A
Molecular formula: CH2Cl2S2
Method: DFT, the ωB97M-V functional and the def2-TZVPD basis

The calculation puts the HOMO energy (spin up / spin down) at -8.941 / -8.247 eV. The calculation puts the lowest unoccupied orbital energy (spin up / spin down) at -0.01074 / -0.06485 hartree.

```
! wB97M-V def2-TZVPD RIJCOSX def2/J DEFGRID3
* xyz 0 1
C -1.27364 -0.45466 -0.52195
S 2.30598 0.16593 0.81373
S 0.63464 0.65391 1.77958
Cl 0.13158 -0.93324 -1.34002
Cl -1.82654 1.11723 -0.74904
H -1.74939 -1.01183 0.32988
H 1.77737 0.46266 -0.31218
*
```

***

## B
Molecular formula: CH2Cl2S2
Method: DFT, the ωB97M-V functional and the def2-TZVPD basis

The calculation puts the HOMO energy at -9.708 eV. The calculation puts the lowest unoccupied orbital energy at -0.02699 hartree.

```
! wB97M-V def2-TZVPD RIJCOSX def2/J DEFGRID3
* xyz 0 1
S 0.14649 -1.01798 1.42046
C 0.31606 -0.03615 -0.09673
S -1.20073 0.44982 -0.95146
Cl 1.10259 1.85681 0.61075
Cl 1.50990 -0.61870 -1.14390
H -0.79521 0.02887 1.87833
H -1.07910 -0.66267 -1.71747
*
```

***

Which structure is the most stable? The one labeled B.